(1)
The following is a quantum chemistry calculation of a structure of composition C37H24MoN10Se2, from OMol25.

```
! wB97M-V def2-TZVPD RIJCOSX def2/J DEFGRID3
* xyz 2 1
Mo -1.3523 -0.4539 -0.2059
C 1.2507 -2.1378 5.6248
C 0.4631 -1.0996 6.1089
C -0.4233 -0.4099 5.2795
C -0.4741 -0.8008 3.9593
C -1.2838 -0.3354 2.8286
N -0.9702 -1.0947 1.7238
C -0.0225 -2.0022 2.0519
N 0.4782 -2.9102 1.2403
C 0.4161 -2.8430 -0.0651
C 0.6974 -3.9426 -0.9954
C 1.0126 -5.2667 -0.7780
C 1.2434 -6.0541 -1.9070
C 1.1714 -5.5228 -3.1897
C 0.8658 -4.1779 -3.4036
C 0.6255 -3.4076 -2.2863
C 0.3049 -1.9836 -2.1363
N 0.2661 -1.1029 -3.1069
C -0.2356 0.1088 -2.9805
N -1.1123 0.4960 -2.0275
C -1.4345 1.8247 -2.2074
N -2.3040 2.4569 -1.4824
C -2.7244 2.0578 -0.2991
N -1.9652 1.3525 0.5956
C -2.6763 1.1647 1.7527
N -2.2017 0.5840 2.8353
C -3.9773 1.8199 1.6117
C -5.0401 1.9443 2.4815
C -6.1529 2.6484 2.0213
C -6.1828 3.2050 0.7474
C -5.1026 3.0832 -0.1268
C -4.0076 2.3795 0.3281
C -0.7042 2.3248 -3.3782
C -0.6844 3.5573 -3.9939
C 0.1171 3.6826 -5.1303
C 0.8508 2.6093 -5.6221
C 0.8188 1.3600 -5.0001
C 0.0349 1.2445 -3.8725
N 0.1711 -1.7092 -0.7993
C 0.3158 -1.8476 3.4728
C 1.1866 -2.5368 4.2883
H 1.9211 -2.6509 6.3006
H 0.5354 -0.8260 7.1527
H -1.0428 0.3902 5.6601
H 1.0772 -5.6778 0.2196
H 1.4848 -7.1010 -1.7839
H 1.3578 -6.1672 -4.0378
H 0.8176 -3.7611 -4.4001
H -5.0116 1.5167 3.4741
H -7.0113 2.7651 2.6685
H -7.0636 3.7447 0.4281
H -5.1261 3.5226 -1.1143
H -1.2625 4.3897 -3.6178
H 0.1656 4.6333 -5.6432
H 1.4542 2.7465 -6.5091
H 1.3771 0.5208 -5.3920
H 1.7872 -3.3541 3.9133
Se -3.2608 -1.5122 -0.5787
C 3.1969 1.4426 3.0298
N 3.6177 1.2606 1.6478
C 4.9220 1.1250 1.2226
C 4.8875 0.9690 -0.1163
N 3.5593 1.0090 -0.4927
C 3.0702 0.9398 -1.8566
C 2.7846 1.1864 0.5935
Se 0.9309 1.3920 0.6822
H 4.0735 1.6855 3.6233
H 2.7371 0.5279 3.4032
H 2.4762 2.2543 3.0836
H 5.7516 1.1598 1.9053
H 5.6768 0.8413 -0.8348
H 3.9191 0.7963 -2.5194
H 2.5540 1.8646 -2.1118
H 2.3853 0.1018 -1.9570
*
```

Calculated values
* highest occupied orbital energy (alpha / beta): -0.465 / -0.465 hartree
* orbital gap (alpha / beta): 5.111 / 5.110 eV

Atom charges from the Mulliken analysis, given in e for atoms 1 to 6: number 1, Mo, carries -0.509; number 2, C, carries -0.714; number 3, C, carries -0.673; number 4, C, carries -0.408; number 5, C, carries 0.474; number 6, C, carries -0.168

=====

(2)
The following is a quantum chemistry calculation of a structure of composition C37H25ClN6O4OsS3, from OMol25.

```
! wB97M-V def2-TZVPD RIJCOSX def2/J DEFGRID3
* xyz 2 1
Os 1.2143 0.1247 0.2662
N -4.5833 -5.5538 -1.3528
C -3.4168 -4.9744 -0.9982
C -3.3435 -4.1602 0.1517
C -2.1565 -3.5791 0.5159
C -1.0159 -3.7834 -0.2681
C -1.0698 -4.5845 -1.4125
C -2.2557 -5.1719 -1.7720
S 0.4767 -3.1053 0.2205
O 1.5743 -3.7027 -0.4665
O 0.4989 -2.8558 1.6261
N 0.5019 -1.4719 -0.4208
C 0.5391 -1.1749 -1.8045
N 0.1895 -1.9262 -2.7998
C 0.2937 -1.3422 -4.0076
C 0.7285 -0.0412 -4.1796
C 1.0874 0.6745 -3.0434
N 0.9943 0.0983 -1.8552
H -5.3924 -5.4879 -0.7621
H -4.6238 -6.2020 -2.1187
H -4.2270 -4.0180 0.7603
H -2.0927 -2.9872 1.4195
H -0.1753 -4.7472 -1.9966
H -2.3010 -5.8073 -2.6468
H 0.0119 -1.9523 -4.8563
H 0.7961 0.4022 -5.1612
H 1.4651 1.6889 -3.0826
S -5.1442 3.1419 0.1246
C -5.4670 3.9998 -1.3113
C -4.3471 4.1742 -2.0674
C -3.2001 3.6039 -1.4646
C -3.4737 3.0089 -0.2619
C -2.5346 2.3386 0.6364
C -1.4163 1.6837 0.1065
N -0.5268 1.0590 0.8693
C -0.6891 1.0422 2.2206
C -1.7767 1.6586 2.8405
C -1.8696 1.5942 4.2751
C -0.9317 0.9500 5.0050
C 0.1941 0.3092 4.3769
C 1.2040 -0.3773 5.0660
C 2.2477 -0.9710 4.3788
C 2.2557 -0.8455 2.9708
N 1.3213 -0.1973 2.3127
C 0.2954 0.3720 2.9905
C 3.3109 -1.7095 5.0517
C 3.4041 -2.0115 6.3858
C 4.5685 -2.7459 6.7058
C 5.3422 -2.9909 5.6109
S 4.6672 -2.3378 4.1919
C -2.6983 2.3141 2.0157
H -6.4708 4.3281 -1.5265
H -4.3414 4.7001 -3.0096
H -2.2076 3.6715 -1.8891
H -1.2478 1.6501 -0.9618
H -2.7103 2.0736 4.7588
H -1.0123 0.9078 6.0832
H 1.1558 -0.4366 6.1452
H 3.0346 -1.2950 2.3698
H 2.6656 -1.7309 7.1225
H 4.8204 -3.0799 7.7004
H 6.2772 -3.5250 5.5650
H -3.5416 2.8257 2.4651
Cl 6.3944 3.0605 -3.5393
C 5.4014 2.1443 -2.4705
C 5.4638 0.7528 -2.4895
C 4.6855 -0.0110 -1.6341
C 3.8104 0.6204 -0.7676
O 3.1075 -0.0988 0.1420
C 3.7365 2.0258 -0.7450
C 2.8294 2.7063 0.1437
O 1.8536 2.1906 0.7081
C 4.5599 2.7854 -1.5881
H 6.1446 0.2692 -3.1776
H 4.7624 -1.0897 -1.6250
H 3.0304 3.7578 0.3754
H 4.5303 3.8673 -1.5569
*
```

Calculated values
* highest occupied orbital energy: -0.465 hartree
* orbital gap: 5.386 eV
* energy above the lowest of the compared OMol25 structures with the same formula, charge and spin: 0.000 eV

Atom charges from the Mulliken analysis, given in e for atoms 1 to 6: number 1, Os, carries 1.881; number 2, N, carries -0.456; number 3, C, carries 1.112; number 4, C, carries -0.865; number 5, C, carries -0.535; number 6, C, carries 0.016

=====

(3)
The following is a quantum chemistry calculation of a structure of composition C37H26BrCoN7O2 at a distorted geometry, from OMol25.

```
! wB97M-V def2-TZVPD RIJCOSX def2/J DEFGRID3
* xyz 0 2
Co 0.1770 -0.4827 0.0476
N 7.0609 -0.4079 7.5449
C 6.2701 -0.3676 6.7131
C 5.2777 -0.3135 5.6707
C 4.4492 0.8004 5.5630
C 3.4986 0.8504 4.5592
C 3.3741 -0.2012 3.6561
C 4.2062 -1.3099 3.7702
C 5.1536 -1.3724 4.7766
C 2.3525 -0.1525 2.5730
C 1.0298 -0.2897 2.9302
C 0.4812 -0.4132 4.2488
C -0.8753 -0.4883 4.1069
C -1.1300 -0.4286 2.7037
N -0.0187 -0.3165 2.0115
C 2.8354 0.0453 1.2601
C 4.1780 0.1943 0.8501
C 4.1616 0.3720 -0.5231
C 2.8101 0.3323 -0.9035
N 2.0133 0.1470 0.1540
H 4.5520 1.6158 6.2654
H 2.8500 1.7117 4.4673
H 4.0977 -2.1335 3.0764
H 5.7906 -2.2404 4.8774
H 1.0492 -0.4457 5.1645
H -1.6171 -0.5777 4.8832
H -2.0842 -0.4791 2.2000
H 5.0387 0.1715 1.4980
H 5.0034 0.5140 -1.1800
H 2.3922 0.4563 -1.8926
O 0.5350 2.3383 -0.7673
C -0.3014 3.3177 -0.2068
C -1.7109 2.7872 -0.1023
C -2.7579 3.6957 0.0266
C -4.0513 3.2210 0.1067
C -4.2540 1.8509 0.0386
C -3.1514 1.0255 -0.0831
N -1.8926 1.4718 -0.1364
H 1.4123 2.3810 -0.3777
H -0.3118 4.2130 -0.8384
H 0.0363 3.6212 0.7903
H -2.5491 4.7579 0.0421
H -4.8854 3.9033 0.2059
H -5.2465 1.4245 0.0761
H -3.2568 -0.0490 -0.1398
Br 3.1119 -4.2882 5.5406
C 1.9808 -5.2248 4.3457
C 0.7703 -4.6585 3.9686
C -0.0354 -5.3182 3.0610
C 0.3635 -6.5443 2.5194
C 1.5350 -7.1328 2.9813
C 2.3628 -6.4678 3.8730
N -0.3686 -7.3041 1.5496
N -1.2086 -6.7905 0.7836
C -1.1488 -5.4543 0.3544
C -2.3708 -4.8837 0.0559
C -2.5392 -3.5127 -0.1632
C -1.4414 -2.6649 -0.1235
O -1.4945 -1.3769 -0.2582
C -0.1432 -3.2785 0.0163
N 0.8989 -2.4142 -0.0902
C 2.1267 -2.8802 -0.0700
C 2.3931 -4.2551 0.0402
C 1.3541 -5.1333 0.1794
C 0.0254 -4.6535 0.2095
H 0.4633 -3.7048 4.3777
H -0.9820 -4.8794 2.7782
H 1.8050 -8.1098 2.6015
H 3.2947 -6.9111 4.1946
H -3.2311 -5.5417 0.0732
H -3.5208 -3.0954 -0.3414
H 2.9278 -2.1575 -0.1674
H 3.4152 -4.6046 0.0011
H 1.5499 -6.1953 0.2418
*
```

Calculated values
* ⟨S²⟩: 0.789
* highest occupied orbital energy (alpha / beta): -0.270 / -0.270 hartree
* orbital gap (alpha / beta): 6.361 / 6.375 eV
* energy above the lowest of the compared OMol25 structures with the same formula, charge and spin: 0.834 eV

Atom charges from the Mulliken analysis, given in e for atoms 1 to 6: number 1, Co, carries 0.065; number 2, N, carries -0.534; number 3, C, carries -0.155; number 4, C, carries 0.677; number 5, C, carries -0.926; number 6, C, carries -0.057